(1)
DFT (ωB97M-V/def2-TZVPD) results for the molecule C3H5ClN2S.

- Spin multiplicity: 3
- ΔE to the lowest compared entry with this formula, charge and spin: 5.0 kJ/mol
- HOMO-LUMO gap (alpha / beta): 6.765 / 6.557 eV
- Net charge: 0

Each line ends with the Löwdin spin population.
Atoms and positions in Å:
C  1.19  1.81  -0.73  0.08
C  0.69  -0.36  -0.41  0.04
C  -0.50  -0.54  0.54  0.03
N  0.50  0.85  -1.16  0.14
N  1.89  -0.31  0.45  0.54
S  2.32  1.50  0.56  0.98
Cl  3.23  -1.21  -0.22  0.17
H  1.12  2.81  -1.13  0.01
H  0.77  -1.20  -1.10  0.01
H  -0.79  0.43  0.95  0.00
H  -0.21  -1.19  1.36  0.00
H  -1.35  -0.97  0.01  0.00



(2)
DFT (ωB97M-V/def2-TZVPD) results for a structure of composition C11H23P2Pt.

- Spin multiplicity: 3
- ΔE to the lowest compared entry with this formula, charge and spin: 0.0 kJ/mol
- HOMO-LUMO gap (alpha / beta): 2.172 / 4.991 eV
- Net charge: -1

Each line ends with the Löwdin spin population.
Atoms and positions in Å:
C  -1.04  -1.01  -1.62  0.22
C  -1.47  -2.28  -2.11  0.07
C  -0.33  -3.16  -2.14  0.34
C  0.80  -2.43  -1.65  0.02
C  0.37  -1.11  -1.32  0.32
Pt  -0.62  1.31  1.34  0.55
P  -1.38  3.38  0.81  0.12
H  -1.65  -0.12  -1.52  0.02
H  -2.47  -2.55  -2.41  0.00
H  -0.32  -4.20  -2.47  0.02
H  0.97  -0.33  -0.86  0.02
H  1.81  -2.80  -1.54  0.00
H  -2.42  3.75  1.72  0.02
H  -1.93  3.75  -0.47  0.01
H  -0.44  4.43  1.05  0.03
C  -2.44  -1.17  3.21  0.03
C  -1.28  -0.33  3.72  0.02
P  0.09  -0.32  2.47  0.07
C  1.64  0.10  3.37  0.02
C  1.73  -0.25  4.86  0.01
C  0.36  -2.02  1.90  0.01
C  0.55  -3.12  2.96  0.00
H  -2.80  -0.80  2.24  0.02
H  -3.27  -1.10  3.93  0.01
H  -2.17  -2.22  3.11  0.00
H  -1.58  0.72  3.85  0.01
H  -0.85  -0.69  4.65  0.00
H  2.41  -0.44  2.79  0.01
H  1.80  1.18  3.21  0.02
H  1.85  -1.33  5.03  0.00
H  2.61  0.24  5.29  0.00
H  0.86  0.11  5.43  0.00
H  -0.48  -2.26  1.22  0.00
H  1.26  -1.95  1.27  0.00
H  -0.27  -3.16  3.68  0.00
H  0.59  -4.09  2.46  0.00
H  1.49  -3.01  3.51  0.00